The following is a DFT calculation (ωB97M-V/def2-TZVPD) of a cluster of 9 separate species, C19H56O13 in total in a non-equilibrium geometry.

Output
Molecular weight in Da: 492.6
Gap between HOMO and LUMO in eV: 9.50
Spin multiplicity: 1
Calculated total energy in eV: -47220.981

Cartesian coordinates (Å):
C  -7.98160  -1.36279  -1.58777
O  -7.25148  -0.13791  -1.58882
C  -6.34688  -0.04569  -0.52290
C  -5.23222  0.96001  -0.88860
O  -4.73733  0.81549  -2.25043
C  -3.52019  1.47086  -2.38101
H  -8.35529  -1.41522  -2.61036
H  -8.79373  -1.31101  -0.86260
H  -7.38083  -2.26296  -1.45787
H  -5.86811  -1.01092  -0.35789
H  -6.88891  0.10611  0.41051
H  -4.39318  0.67654  -0.25319
H  -5.48244  2.00712  -0.71813
H  -2.66161  1.08329  -1.83263
H  -3.61053  2.51628  -2.08598
H  -3.25257  1.45442  -3.43752
C  1.73828  3.30864  0.41470
O  3.06739  3.50370  0.04020
C  3.98105  2.64811  0.75173
C  5.33721  2.66717  0.06647
O  5.80041  4.01946  -0.20996
C  5.90544  4.94682  0.84824
H  1.65043  3.50219  1.48377
H  1.52198  2.27888  0.13024
H  1.07097  3.96560  -0.14317
H  3.65862  1.61215  0.85622
H  4.09089  2.98787  1.78159
H  5.22060  2.17114  -0.89710
H  6.03569  2.13318  0.71074
H  6.56755  5.76864  0.57562
H  6.40285  4.41384  1.65856
H  4.99177  5.44652  1.17012
C  -3.39838  -1.96625  -3.22038
O  -2.06748  -2.20038  -3.59835
C  -1.48794  -0.93917  -4.06471
C  -0.20963  -1.13930  -4.91510
O  0.81793  -1.76920  -4.15670
C  0.79345  -3.20087  -4.09644
H  -3.61687  -1.37206  -2.33308
H  -3.86081  -2.89522  -2.88681
H  -4.02024  -1.58448  -4.03010
H  -1.22910  -0.31794  -3.20730
H  -2.19973  -0.46555  -4.74084
H  0.12150  -0.18894  -5.33376
H  -0.39188  -1.70210  -5.83060
H  0.48368  -3.59238  -5.06539
H  0.11441  -3.49174  -3.29494
H  1.74022  -3.68152  -3.85004
C  2.20437  -0.99873  2.56206
O  3.34046  -1.61249  3.27275
C  3.23241  -1.57686  4.67898
C  4.28985  -2.50632  5.32042
O  5.60576  -1.91431  5.30562
C  6.73563  -2.68287  5.55580
H  2.20408  -1.05854  1.47370
H  2.26221  0.06753  2.78079
H  1.24327  -1.39809  2.88594
H  2.22469  -1.87857  4.96456
H  3.37282  -0.54856  5.01211
H  4.24825  -3.48574  4.84386
H  3.89394  -2.66828  6.32297
H  6.61547  -3.38201  6.38336
H  7.63817  -2.08381  5.67684
H  6.86836  -3.28358  4.65601
C  1.48282  -3.07471  -0.67710
O  1.21025  -1.79784  -1.17075
H  1.57184  -3.79994  -1.48594
H  2.41396  -2.97334  -0.11960
H  0.71869  -3.37184  0.04118
H  1.05096  -1.83940  -2.11653
C  -1.83786  -1.05952  2.20540
O  -2.44131  -1.07705  0.89986
H  -1.42947  -2.02790  2.49445
H  -1.06704  -0.28938  2.23434
H  -2.52474  -0.79152  3.00818
H  -3.07485  -1.79565  0.96189
C  -2.32549  2.57608  1.06554
O  -3.00061  3.42663  0.16487
H  -2.91284  2.41942  1.97029
H  -2.15820  1.63918  0.53420
H  -1.44609  3.18829  1.26546
H  -3.50688  3.99187  0.75291
O  -0.09571  0.39001  -0.65205
H  0.44241  -0.37661  -0.84944
H  -0.92814  0.02733  -0.34914
O  -0.94418  3.21759  -1.71245
H  -0.55552  2.42809  -1.33581
H  -1.49476  3.57088  -1.01368

Atoms 1-3, force components in eV/Å:
C -0.06 0.95 -0.93
O -0.06 -0.73 0.08
C 0.54 -0.08 -1.06

Okay, here come the Mulliken numbers, in e, for every atom:
1. C -0.774
2. O -0.306
3. C -0.682
4. C 0.138
5. O -0.469
6. C -0.257
7. H 0.254
8. H 0.304
9. H 0.326
10. H 0.198
11. H 0.418
12. H -0.083
13. H 0.480
14. H -0.228
15. H 0.333
16. H 0.456
17. C -0.360
18. O -0.404
19. C -0.117
20. C -0.741
21. O -0.365
22. C -0.632
23. H 0.314
24. H 0.063
25. H 0.261
26. H 0.202
27. H 0.316
28. H 0.352
29. H 0.365
30. H 0.249
31. H 0.314
32. H 0.205
33. C -0.546
34. O -0.403
35. C 0.267
36. C -1.032
37. O -0.413
38. C -0.709
39. H 0.020
40. H 0.359
41. H 0.364
42. H -0.079
43. H 0.476
44. H 0.336
45. H 0.426
46. H 0.316
47. H 0.293
48. H 0.270
49. C -0.518
50. O -0.320
51. C -0.466
52. C -0.561
53. O -0.302
54. C -0.742
55. H 0.095
56. H 0.341
57. H 0.205
58. H 0.359
59. H 0.339
60. H 0.330
61. H 0.352
62. H 0.303
63. H 0.240
64. H 0.306
65. C -0.731
66. O -0.560
67. H 0.345
68. H 0.301
69. H 0.203
70. H 0.279
71. C -0.789
72. O -0.378
73. H 0.378
74. H 0.181
75. H 0.403
76. H 0.215
77. C -0.587
78. O -0.524
79. H 0.424
80. H -0.023
81. H 0.427
82. H 0.276
83. O -0.175
84. H 0.432
85. H -0.059
86. O -0.677
87. H 0.200
88. H 0.402

***

The following is a DFT calculation (ωB97M-V/def2-TZVPD) of an isolated molecule of C13H16N4O4 in a non-equilibrium geometry.

Output
Molecular weight in Da: 292.3
Gap between HOMO and LUMO in eV: 8.21
Spin multiplicity: 1
Calculated total energy in eV: -27889.146

Cartesian coordinates (Å):
C  -5.82089  -0.71972  -0.86836
C  -4.97936  -0.24237  0.29218
O  -5.45382  0.28885  1.27514
N  -3.64062  -0.45272  0.18421
C  -2.97514  -1.01119  -0.97092
C  -1.57464  -1.48238  -0.58419
N  -0.77939  -0.35813  -0.13813
C  0.57683  -0.39614  -0.18231
C  1.26537  -1.62513  -0.26157
C  2.63132  -1.70276  -0.14399
C  3.40540  -0.55607  0.05913
C  4.88988  -0.57807  0.19725
N  5.40833  -1.72605  0.70624
O  5.59048  0.35312  -0.13353
C  2.76431  0.66921  0.05491
C  1.38509  0.76290  -0.09418
N  0.87187  2.07939  -0.31165
O  1.41724  3.00784  0.24969
O  -0.05174  2.20075  -1.10007
C  -1.52118  0.68873  0.53371
C  -2.75782  0.09397  1.19528
H  -5.76976  -1.80280  -0.95909
H  -5.48454  -0.26974  -1.79930
H  -6.85149  -0.43233  -0.68092
H  -2.89205  -0.26577  -1.77379
H  -3.53812  -1.86662  -1.35152
H  -1.65582  -2.25258  0.19563
H  -1.10386  -1.92526  -1.46522
H  0.70707  -2.53811  -0.38628
H  3.10428  -2.67054  -0.22196
H  4.83470  -2.42865  1.13557
H  6.40156  -1.75678  0.86746
H  3.34764  1.57531  0.13076
H  -0.88756  1.14779  1.29855
H  -1.82278  1.47384  -0.17352
H  -3.31289  0.86370  1.73672
H  -2.46817  -0.68409  1.91272

Atoms 1-3, force components in eV/Å:
C -0.14 0.13 0.17
C -0.05 -0.19 -0.20
O -0.30 0.16 0.21

Okay, here come the natural (NBO) numbers, in e, for every atom:
1. C -0.713
2. C 0.689
3. O -0.621
4. N -0.446
5. C -0.218
6. C -0.219
7. N -0.401
8. C 0.228
9. C -0.273
10. C -0.144
11. C -0.198
12. C 0.659
13. N -0.821
14. O -0.600
15. C -0.126
16. C 0.009
17. N 0.512
18. O -0.374
19. O -0.394
20. C -0.226
21. C -0.234
22. H 0.226
23. H 0.225
24. H 0.247
25. H 0.198
26. H 0.217
27. H 0.191
28. H 0.220
29. H 0.220
30. H 0.216
31. H 0.392
32. H 0.407
33. H 0.267
34. H 0.216
35. H 0.223
36. H 0.258
37. H 0.190

***

The following is a DFT calculation (ωB97M-V/def2-TZVPD) of a cluster of 6 separate species, C21H33N3O8 in total in a non-equilibrium geometry.

Output
Molecular weight in Da: 455.5
Gap between HOMO and LUMO in eV: 8.75
Spin multiplicity: 1
Calculated total energy in eV: -43161.123

Cartesian coordinates (Å):
C  -3.56733  -1.48780  -1.06964
C  -2.52933  -2.48731  -1.50510
O  -2.84557  -3.59742  -1.85859
N  -1.15435  -2.13966  -1.47269
C  -0.39179  -2.86780  -0.44771
C  -0.81947  -0.76423  -1.67556
C  -0.57244  -0.42818  -3.01090
C  -0.24449  0.85142  -3.41437
C  -0.16163  1.81674  -2.43114
C  -0.38853  1.49993  -1.10056
C  -0.72240  0.21756  -0.68321
C  -0.90958  -0.01912  0.77504
C  0.13108  -0.49144  1.56928
C  -0.11413  -0.62560  2.92653
C  -1.35637  -0.27576  3.42278
N  -2.38850  0.15914  2.69503
C  -2.12945  0.27873  1.38932
C  -0.19681  2.74108  -0.29467
O  -0.25818  2.89642  0.89277
N  0.15048  3.77736  -1.21078
C  0.14730  3.26197  -2.53128
O  0.37864  3.91342  -3.51391
H  -3.37529  -0.47600  -1.42100
H  -4.52380  -1.82489  -1.46100
H  -3.62807  -1.50163  0.02022
H  -0.32521  -3.91536  -0.73313
H  -0.86485  -2.82189  0.53783
H  0.59590  -2.42293  -0.36800
H  -0.65311  -1.20522  -3.75888
H  -0.05150  1.08438  -4.45236
H  1.10328  -0.72347  1.15306
H  0.64182  -0.99080  3.60831
H  -1.52110  -0.37004  4.49236
H  -2.94520  0.64262  0.77183
H  -0.38427  4.63163  -1.11281
C  3.18699  0.38493  -1.58547
O  2.42031  -0.74043  -1.99860
H  2.48871  1.16053  -1.27663
H  3.83557  0.13830  -0.74068
H  3.80257  0.77153  -2.40185
H  3.04705  -1.42258  -2.26618
C  -5.92622  0.00937  4.82345
O  -5.18215  1.21069  4.96815
H  -6.81364  0.09921  5.44565
H  -6.23444  -0.13782  3.78457
H  -5.34554  -0.85557  5.15567
H  -4.39650  1.13062  4.41622
C  4.10252  3.14453  -4.50170
O  3.39499  4.11595  -5.25363
H  5.16315  3.30264  -4.68426
H  3.91285  3.25061  -3.42870
H  3.84292  2.12606  -4.80941
H  2.45484  3.98571  -5.08835
C  3.94547  -4.12523  -2.26123
O  4.76962  -2.98337  -2.02353
H  2.99845  -3.94878  -1.75620
H  3.75609  -4.26689  -3.32778
H  4.39706  -5.03245  -1.85489
H  5.61024  -3.12869  -2.46595
C  0.50512  1.16643  6.13664
O  -0.07011  0.00871  6.73863
H  0.10781  1.22030  5.12791
H  0.23689  2.07236  6.68385
H  1.59369  1.07719  6.08383
H  0.26998  -0.06973  7.63338

Atoms 1-3, force components in eV/Å:
C -0.27 -0.05 -0.33
C 0.06 -0.38 -0.64
O 0.05 -0.07 0.43

Okay, here come the natural (NBO) numbers, in e, for every atom:
1. C -0.733
2. C 0.714
3. O -0.547
4. N -0.519
5. C -0.404
6. C 0.178
7. C -0.168
8. C -0.147
9. C -0.139
10. C -0.150
11. C 0.048
12. C -0.110
13. C -0.153
14. C -0.254
15. C 0.036
16. N -0.427
17. C 0.050
18. C 0.679
19. O -0.519
20. N -0.664
21. C 0.677
22. O -0.547
23. H 0.226
24. H 0.246
25. H 0.246
26. H 0.222
27. H 0.188
28. H 0.215
29. H 0.234
30. H 0.236
31. H 0.225
32. H 0.228
33. H 0.210
34. H 0.193
35. H 0.419
36. C -0.244
37. O -0.747
38. H 0.172
39. H 0.170
40. H 0.167
41. H 0.484
42. C -0.244
43. O -0.730
44. H 0.178
45. H 0.159
46. H 0.160
47. H 0.476
48. C -0.246
49. O -0.723
50. H 0.181
51. H 0.158
52. H 0.156
53. H 0.476
54. C -0.255
55. O -0.738
56. H 0.185
57. H 0.169
58. H 0.171
59. H 0.472
60. C -0.250
61. O -0.731
62. H 0.186
63. H 0.169
64. H 0.161
65. H 0.467

***

The following is a DFT calculation (ωB97M-V/def2-TZVPD) of an isolated molecule of C3H6N2O2.

Output
Molecular weight in Da: 102.1
Gap between HOMO and LUMO in eV: 10.69
Spin multiplicity: 1
Calculated total energy in eV: -10283.230

Cartesian coordinates (Å):
H  0.39417  0.15871  -2.00821
N  0.95831  0.12386  -1.16126
C  0.24372  0.02013  -0.12402
N  0.73948  -0.05232  1.17927
C  1.99167  -0.06000  1.78061
O  2.05665  -0.13646  2.98827
O  -1.11430  -0.04228  -0.01700
C  -1.88509  0.01754  -1.20837
H  0.02115  -0.12120  1.88758
H  2.91518  -0.00141  1.19094
H  -2.92799  -0.05156  -0.89296
H  -1.65805  -0.82131  -1.87734
H  -1.73490  0.96628  -1.73753

Atoms 1-3, force components in eV/Å:
H 0.16 0.00 0.15
N -0.15 -0.03 0.22
C 0.23 0.01 -0.04

Okay, here come the natural (NBO) numbers, in e, for every atom:
1. H 0.352
2. N -0.745
3. C 0.702
4. N -0.651
5. C 0.540
6. O -0.573
7. O -0.512
8. C -0.266
9. H 0.419
10. H 0.152
11. H 0.211
12. H 0.186
13. H 0.186

***

Number 1: LUMO energy 0.223 eV. Number 2: LUMO energy -0.357 eV. Number 3: LUMO energy -0.672 eV. Number 4: LUMO energy 0.658 eV.